23
Properties=species:S:1:pos:R:3 method="wB97M-V/def2-TZVPD" homo_lumo_gap_ha=0.30757 largest_force_ev_per_a=3.13 e_above_lowest_kj_mol=211.80 total_charge=0
C 0.59 1.51 -4.71
C 0.13 1.39 -3.51
P 1.00 0.37 -2.34
S 1.14 -1.35 -3.56
O -0.33 0.11 -1.44
C -0.30 -0.10 -0.07
C 0.13 1.17 0.72
H 0.19 2.07 -5.47
H 1.37 0.95 -5.11
H -0.76 2.00 -3.09
H 2.47 -1.47 -3.12
H -1.18 -0.47 0.29
H 0.39 -0.92 0.19
H 1.24 1.15 0.65
H -0.15 2.14 0.36
H -0.39 1.02 1.62
C -0.16 -1.73 4.28
C -1.32 -2.41 3.68
S -1.70 -2.45 2.11
H 0.34 -2.52 4.76
H 0.25 -1.08 3.50
H -0.32 -0.99 5.08
H -2.10 -2.75 4.40

=====

67
Properties=species:S:1:pos:R:3 method="wB97M-V/def2-TZVPD" homo_lumo_gap_ha="0.31488 / 0.23679" largest_force_ev_per_a=2.58 spin_multiplicity=5 e_above_lowest_kj_mol=42.29 total_charge=+3
Ru -0.72 -0.16 0.69
C 2.86 2.05 4.05
O 2.63 1.22 2.85
C 1.42 0.94 2.44
O 1.30 0.12 1.49
N 0.38 1.63 2.90
N -0.92 1.27 2.44
H 3.89 1.97 4.35
H 2.22 1.68 4.86
H 2.59 3.07 3.79
H 0.43 2.14 3.77
H -1.43 2.12 2.34
H -1.39 0.75 3.17
O -0.98 -1.58 1.95
N -1.83 -2.59 1.77
C -2.09 -3.42 2.82
C -3.01 -4.44 2.69
C -3.74 -4.53 1.50
C -3.40 -3.70 0.44
C -2.43 -2.71 0.60
S -1.97 -1.52 -0.63
H -1.57 -3.21 3.78
H -3.20 -5.07 3.56
H -4.58 -5.19 1.36
H -3.91 -3.79 -0.49
C 2.26 -2.74 0.10
N 2.24 -2.79 -1.37
C 3.23 -3.46 -2.18
C 2.51 -3.57 -3.55
N 1.75 -2.26 -3.47
C 0.80 -2.01 -4.57
C 1.58 -1.92 -2.19
N 0.93 -0.88 -1.63
C 0.92 0.38 -2.34
C 0.78 1.55 -1.37
N -0.39 1.56 -0.50
C -0.90 2.76 -0.27
N -2.20 2.97 0.14
C -3.32 2.07 -0.22
C -2.47 4.39 0.06
C -1.08 5.01 0.21
N -0.23 3.92 -0.30
C 1.24 4.08 -0.29
H 2.83 -3.61 0.44
H 1.26 -2.71 0.52
H 2.84 -1.88 0.40
H 3.56 -4.41 -1.82
H 4.13 -2.84 -2.24
H 1.79 -4.38 -3.59
H 3.22 -3.61 -4.34
H 0.97 -2.75 -5.38
H 0.94 -1.00 -4.99
H -0.21 -2.18 -4.19
H -0.02 0.34 -2.99
H 1.83 0.51 -2.97
H 0.75 2.44 -2.05
H 1.68 1.59 -0.74
H -3.25 1.85 -1.27
H -4.25 2.62 0.01
H -3.35 1.13 0.33
H -3.14 4.70 0.86
H -2.95 4.68 -0.91
H -0.81 5.13 1.27
H -0.90 5.93 -0.32
H 1.52 5.01 0.13
H 1.69 4.02 -1.28
H 1.65 3.28 0.32

=====

12
Properties=species:S:1:pos:R:3 method="wB97M-V/def2-TZVPD" homo_lumo_gap_ha=0.32385 largest_force_ev_per_a=0.71 e_above_lowest_kj_mol=272.46 total_charge=0
C 1.15 -0.33 1.11
N 0.26 -0.07 0.00
C -1.00 -0.48 -0.07
N -1.66 -0.13 -1.15
C 0.49 1.09 -1.07
O 1.56 1.61 -1.01
H 1.91 0.46 1.09
H 1.66 -1.29 0.99
H 0.63 -0.31 2.07
H -1.44 -1.04 0.76
H -2.67 -0.22 -1.16
H -0.89 0.72 -1.56

=====

122
Properties=species:S:1:pos:R:3 method="wB97M-V/def2-TZVPD" homo_lumo_gap_ha=0.26457 largest_force_ev_per_a=2.24 total_charge=0
C 2.96 0.02 -1.26
C 3.28 1.58 -1.14
S 2.85 2.59 -2.63
C 1.54 1.78 -3.66
P -0.11 1.45 -2.77
C -0.46 -0.04 -3.88
C 0.40 -1.33 -3.59
C -0.05 -2.09 -2.25
N -1.30 -2.88 -2.42
C -1.79 1.11 -1.84
O -2.90 1.87 -2.40
N -4.04 1.47 -1.75
O -4.58 0.59 -2.35
H 3.32 -0.46 -0.29
H 1.87 -0.24 -1.35
H 3.51 -0.51 -2.09
H 2.85 2.00 -0.18
H 4.41 1.66 -1.01
H 1.31 2.52 -4.52
H 2.00 0.88 -4.17
H 0.52 1.44 -1.49
H -0.68 2.72 -3.20
H -1.56 -0.33 -3.88
H -0.23 0.29 -4.95
H 0.22 -2.05 -4.46
H 1.52 -1.17 -3.56
H 0.84 -2.69 -1.92
H -0.18 -1.26 -1.47
H -1.89 -2.62 -1.61
H -1.74 -2.52 -3.28
H -2.04 0.01 -1.76
H -1.62 1.52 -0.78
C 1.06 -4.11 1.42
C 2.02 -3.65 0.38
N 2.77 -3.29 -0.43
H 1.13 -3.46 2.30
H 0.04 -4.07 1.03
H 1.29 -5.13 1.71
C 1.40 3.32 3.03
C 1.72 1.98 2.46
N 1.98 0.94 2.01
H 0.67 3.21 3.84
H 2.30 3.79 3.41
H 0.97 3.95 2.25
C -5.97 -0.62 0.33
C -5.21 -1.16 1.49
N -4.62 -1.58 2.40
H -7.04 -0.72 0.51
H -5.73 0.43 0.18
H -5.70 -1.17 -0.57
C -5.25 -3.83 5.09
C -4.49 -4.37 6.26
N -3.90 -4.79 7.17
H -6.32 -3.93 5.27
H -5.01 -2.78 4.95
H -4.98 -4.38 4.19
C -7.12 -4.38 -1.77
C -7.79 -3.18 -1.19
N -8.31 -2.24 -0.75
H -6.47 -4.84 -1.02
H -7.88 -5.11 -2.07
H -6.53 -4.10 -2.63
C -4.71 4.16 -3.91
C -4.18 5.18 -4.86
N -3.76 5.97 -5.60
H -4.77 4.59 -2.90
H -5.70 3.84 -4.22
H -4.05 3.30 -3.88
C -1.22 4.58 -8.46
C -0.44 4.04 -7.31
N 0.17 3.62 -6.42
H -2.28 4.45 -8.28
H -1.00 5.64 -8.59
H -0.95 4.05 -9.38
C 8.32 1.68 -0.99
C 7.16 2.33 -0.32
N 6.25 2.84 0.20
H 8.67 0.84 -0.39
H 8.02 1.31 -1.97
H 9.13 2.40 -1.11
C -8.68 2.32 1.24
C -7.69 2.71 0.20
N -6.92 3.01 -0.62
H -8.59 3.00 2.10
H -9.69 2.39 0.84
H -8.49 1.30 1.57
C 1.39 4.18 6.96
C 2.34 4.64 5.91
N 3.08 5.00 5.09
H 1.46 4.83 7.83
H 0.37 4.21 6.57
H 1.63 3.16 7.25
C -6.91 -0.16 4.68
C -8.31 0.19 4.29
N -9.39 0.46 3.98
H -6.41 0.72 5.09
H -6.92 -0.94 5.44
H -6.36 -0.52 3.81
C 7.97 6.34 -1.98
C 8.30 5.00 -2.55
N 8.55 3.96 -3.00
H 7.25 6.23 -1.16
H 8.88 6.81 -1.59
H 7.54 6.98 -2.75
C 10.47 -2.06 1.23
C 10.97 -1.02 0.29
N 11.36 -0.20 -0.44
H 10.41 -1.66 2.24
H 9.48 -2.40 0.92
H 11.15 -2.91 1.23
C 11.40 -4.48 -2.21
C 10.99 -4.69 -0.79
N 10.68 -4.86 0.32
H 10.60 -3.95 -2.74
H 12.31 -3.88 -2.25
H 11.57 -5.44 -2.69
C -4.53 -7.92 8.03
C -4.79 -8.70 9.27
N -5.00 -9.30 10.24
H -4.07 -6.96 8.28
H -3.86 -8.48 7.38
H -5.47 -7.74 7.50

=====

121
Properties=species:S:1:pos:R:3 method="wB97M-V/def2-TZVPD" homo_lumo_gap_ha=0.25744 largest_force_ev_per_a=7.92 total_charge=+1
C 1.68 -3.05 4.33
C 1.36 -1.57 4.00
C 2.57 -0.89 3.31
C 2.17 0.54 2.89
C 1.40 0.40 1.55
N 0.23 1.29 1.56
C -0.41 1.77 0.54
N -0.05 1.40 -0.79
P -0.66 -0.16 -1.23
O -1.71 -0.56 -0.09
O 0.58 -1.21 -1.12
S -1.39 -0.31 -2.96
N -1.47 2.65 0.68
C -2.68 2.03 1.23
O -2.42 1.06 2.20
C -3.56 0.24 2.46
C -4.79 1.01 2.93
C -4.51 1.94 4.14
C -1.07 3.95 1.24
C -0.62 3.93 2.70
O -1.18 3.26 3.55
N 0.49 4.72 3.07
C 0.96 4.35 4.42
C 1.67 4.43 2.20
H 0.75 -3.59 4.41
H 2.29 -3.10 5.27
H 2.28 -3.47 3.52
H 0.51 -1.48 3.31
H 1.16 -0.97 4.89
H 2.82 -1.44 2.41
H 3.44 -0.90 3.97
H 3.10 1.08 2.71
H 1.60 1.08 3.65
H 1.09 -0.64 1.47
H 2.10 0.68 0.76
H -0.11 1.56 2.48
H 0.95 1.50 -0.94
H -1.30 -0.77 0.76
H 0.47 -1.80 -0.35
H -3.23 1.56 0.40
H -3.33 2.85 1.57
H -3.84 -0.37 1.60
H -3.28 -0.45 3.26
H -5.62 0.34 3.15
H -5.16 1.66 2.13
H -3.48 2.29 4.16
H -5.16 2.82 4.07
H -4.80 1.41 5.05
H -1.96 4.59 1.19
H -0.36 4.41 0.56
H 0.22 4.55 5.19
H 1.31 3.31 4.42
H 1.84 4.96 4.64
H 2.51 4.99 2.62
H 1.59 4.75 1.16
H 1.99 3.38 2.27
C 2.57 -3.19 -1.77
Br 1.80 -4.90 -1.38
Br 2.99 -2.24 -0.13
Br 4.10 -3.32 -2.93
H 1.83 -2.61 -2.29
C -1.12 -0.93 -6.82
Br 0.00 -2.26 -5.99
Br -0.82 -0.81 -8.72
Br -2.98 -1.22 -6.40
H -0.84 0.02 -6.40
C 1.39 4.82 -3.08
Br -0.34 5.27 -2.39
Br 2.56 4.16 -1.68
Br 1.29 3.60 -4.56
H 1.84 5.73 -3.45
C 0.32 -6.03 -8.57
Br -1.18 -5.08 -9.31
Br 1.99 -5.22 -9.07
Br 0.16 -6.22 -6.66
H 0.31 -7.03 -8.99
C 1.73 -9.17 -2.06
Br 0.18 -8.34 -2.85
Br 3.35 -8.31 -2.65
Br 1.60 -9.20 -0.13
H 1.77 -10.20 -2.39
C -4.12 1.74 -10.52
Br -5.10 0.09 -10.31
Br -3.54 2.44 -8.82
Br -2.66 1.55 -11.75
H -4.80 2.46 -10.94
C 5.80 5.79 3.30
Br 6.53 4.12 3.93
Br 5.21 5.66 1.47
Br 4.40 6.43 4.45
H 6.59 6.52 3.33
C -4.67 2.55 -4.80
Br -6.15 3.57 -5.47
Br -2.98 3.35 -5.26
Br -4.81 2.24 -2.90
H -4.70 1.58 -5.28
C 2.29 -6.06 4.66
Br 0.39 -5.98 5.04
Br 2.63 -6.37 2.79
Br 3.32 -4.54 5.30
H 2.66 -6.92 5.20
C -3.92 -7.20 -5.43
Br -4.01 -8.03 -7.16
Br -5.61 -7.28 -4.51
Br -2.50 -7.94 -4.36
H -3.69 -6.16 -5.58
C -0.82 -7.55 0.35
Br -0.95 -7.61 2.27
Br -1.98 -8.83 -0.49
Br -1.11 -5.77 -0.33
H 0.20 -7.83 0.09
C 6.02 3.98 7.81
Br 7.29 4.86 8.95
Br 5.72 2.15 8.34
Br 4.37 4.97 7.70
H 6.44 3.96 6.81
C -0.62 8.26 0.90
Br 0.48 6.84 1.61
Br -0.31 8.49 -0.98
Br -2.48 7.96 1.30
H -0.33 9.18 1.39

=====

9
Properties=species:S:1:pos:R:3 method="wB97M-V/def2-TZVPD" homo_lumo_gap_ha=0.35255 largest_force_ev_per_a=6.45 e_above_lowest_kj_mol=406.44 total_charge=0
O -0.35 2.65 1.94
C -0.04 1.49 1.55
S -1.17 0.11 1.20
C -0.44 -0.81 -0.11
N 0.07 -0.45 -1.23
O 0.67 -1.49 -1.77
H 0.87 1.48 0.97
H -0.28 -1.88 0.24
H 0.66 -1.10 -2.79

=====

14
Properties=species:S:1:pos:R:3 method="wB97M-V/def2-TZVPD" homo_lumo_gap_ha=0.36611 largest_force_ev_per_a=3.14 e_above_lowest_kj_mol=230.04 total_charge=0
C -0.28 0.03 -1.67
C 0.41 -0.09 -0.27
O 1.67 -0.66 -0.34
C -0.56 -0.69 0.77
N -0.46 0.57 1.60
C 0.37 1.21 0.78
O 0.90 2.28 0.84
H -0.56 -0.92 -2.23
H 0.46 0.50 -2.41
H -1.06 0.70 -1.39
H 1.73 -1.32 0.33
H -1.65 -1.02 0.35
H -0.11 -1.68 1.30
H -0.86 1.10 2.34

=====

16
Properties=species:S:1:pos:R:3 method="wB97M-V/def2-TZVPD" homo_lumo_gap_ha=0.26090 largest_force_ev_per_a=6.39 e_above_lowest_kj_mol=683.98 total_charge=0
C 1.75 -1.10 -1.00
C 0.88 -0.23 -0.40
C 1.17 0.65 0.87
C 0.23 1.33 1.47
C -1.18 1.16 1.20
C -1.46 0.42 0.11
C -0.61 -0.36 -0.66
C -0.94 -1.57 -1.43
H 2.92 -1.76 -0.35
H 1.35 -1.55 -1.95
H 2.09 1.20 0.92
H 0.76 1.90 2.34
H -1.97 1.67 1.88
H -2.50 0.14 -0.17
H 0.33 -1.84 -1.79
H -2.04 -1.61 -1.83

=====

no.,E_tot (eV)
1,-39437.1656
2,-53197.6699
3,-8233.8749
4,-88946.2088
5,-2794647.2641
6,-18539.2402
7,-9844.8955
8,-8417.9316